Entry from the Open Molecules 2025 dataset: 2 unconnected molecules or ions with the total composition C2H8NO (ωB97M-V with the def2-TZVPD basis set).

Positions of all 12 atoms, in Å:
N 2.0886 -1.3121 -0.5660
H 1.1577 -1.5938 -0.7284
H 2.4651 -1.3827 0.3831
H 2.6811 -1.8607 -1.1026
H 2.1302 -0.2888 -0.8799
O 0.1191 0.4511 -0.1985
C -0.7595 1.2384 0.0467
C -2.0937 0.6820 0.5171
H -0.4707 2.3489 0.2748
H -2.9622 1.0214 0.0050
H -2.2806 1.1945 1.5290
H -2.0749 -0.4983 0.7197

## Properties
* energy above the lowest of the compared OMol25 structures with the same formula, charge and spin: 100.8 kJ/mol
* LUMO: -3.863 eV
* DFT total energy: -210.714700 a.u.
* Kohn-Sham gap: 10.25 eV
* net charge: +1
* HOMO energy: -14.1 eV


Entry from the Open Molecules 2025 dataset: a molecular structure, C2H8NO2 (ωB97M-V with the def2-TZVPD basis set).

Positions of all 13 atoms, in Å:
N 0.3249 -0.9070 1.5747
C 0.0936 -1.6078 0.3370
O -0.8333 -1.0118 -0.5270
H 0.6926 0.0601 1.4012
H -0.5668 -0.7934 2.0655
H 1.1085 -1.7633 -0.1775
H -0.1859 -2.6780 0.5430
H -0.5887 0.0912 -0.5445
C 0.3999 2.0877 -1.1064
O -0.1003 1.2031 -0.1500
H -0.2257 2.9436 -1.2740
H 1.4410 2.4591 -0.8786
H 0.5583 1.6200 -2.1259

## Properties
* energy above the lowest of the compared OMol25 structures with the same formula, charge and spin: 57.7 kJ/mol
* LUMO: 4.516 eV
* DFT total energy: -286.225284 a.u.
* Kohn-Sham gap: 8.13 eV
* net charge: -1
* HOMO energy: -3.6 eV


Entry from the Open Molecules 2025 dataset: a gas-phase ion, C2H8NO2 (charge +1) (ωB97M-V with the def2-TZVPD basis set).

Positions of all 13 atoms, in Å:
N 0.0779 0.1759 1.3553
C 0.0202 0.8485 -0.0991
O -0.9846 1.7551 -0.1945
C -0.0471 -0.7571 -0.9794
O 1.0178 -1.4302 -0.4516
H 0.2127 -0.9242 1.0359
H -0.7770 0.3037 1.8578
H 0.7414 0.5140 2.1454
H 0.9552 1.2302 -0.4117
H -1.8396 1.4017 -0.3498
H -1.0272 -1.2081 -0.8111
H -0.0895 -0.6858 -2.0509
H 1.7399 -1.2240 -1.0463

## Properties
* energy above the lowest of the compared OMol25 structures with the same formula, charge and spin: 280.3 kJ/mol
* structure (SMILES): [NH3+][C@H](O)CO
* LUMO: -3.550 eV
* DFT total energy: -285.911691 a.u.
* Kohn-Sham gap: 11.54 eV
* net charge: +1
* HOMO energy: -15.1 eV